No. 1
C13H31N2NaO11P as an isolated structure in a non-equilibrium geometry. Source: the Open Molecules 2025 dataset; level of theory: the ωB97M-V functional and the def2-TZVPD basis.

Output
E_tot (Eh): -1954.7589
Energy above the lowest of the compared OMol25 structures with the same formula, charge and spin (kJ/mol): 71.0
<S²>: 0.767
Orbital gap (alpha / beta) (eV): 5.27 / 4.96
Strongest force on any atom (Eh/bohr): 0.15028

ORCA input file:
```
! wB97M-V def2-TZVPD RIJCOSX def2/J DEFGRID3
* xyz -2 2
Na -0.460 -1.971 0.113
O -0.065 -3.968 4.175
C 0.511 -3.012 3.556
O 1.732 -3.004 3.683
O -0.038 -2.316 2.633
H 0.679 -4.357 4.641
P 1.836 -0.630 -0.998
O 1.874 -2.101 -0.378
O 0.335 -0.231 -1.045
O 2.503 -0.618 -2.424
O 2.514 0.382 0.021
C -3.092 -1.737 2.404
O -2.759 -1.549 1.012
C -3.625 -2.282 0.138
C -3.306 -2.082 -1.354
N -2.076 -2.830 -1.649
C -1.542 -2.451 -2.943
C -2.392 -3.034 -4.113
O -2.275 -4.420 -4.335
C -1.014 -4.852 -4.906
H -2.950 -2.775 2.708
H -4.129 -1.533 2.672
H -2.497 -1.051 3.006
H -4.584 -1.779 0.263
H -3.686 -3.349 0.352
H -3.071 -1.040 -1.572
H -4.170 -2.365 -1.955
H -2.206 -3.828 -1.725
H -0.548 -2.897 -2.935
H -1.401 -1.381 -3.095
H -2.094 -2.599 -5.067
H -3.449 -2.774 -4.057
H -0.893 -5.931 -5.005
H -0.168 -4.382 -4.404
H -0.903 -4.502 -5.932
C 5.090 6.649 0.976
O 4.138 6.206 0.039
C 3.041 5.417 0.447
C 3.378 3.933 0.729
N 2.277 3.008 0.744
C 1.486 3.151 1.980
C 0.410 2.036 2.053
O -0.563 2.426 1.082
C -1.622 1.447 0.984
H 4.771 7.318 1.776
H 5.950 7.076 0.460
H 5.453 5.768 1.507
H 2.348 5.551 -0.383
H 2.471 5.765 1.309
H 4.058 3.822 1.573
H 4.106 3.729 -0.057
H 2.602 2.059 0.623
H 0.986 4.116 1.896
H 1.990 3.237 2.942
H -0.032 1.996 3.049
H 0.840 1.044 1.917
H -2.506 1.904 0.540
H -1.889 1.013 1.947
H -1.373 0.572 0.382
*
```



No. 2
A 2-piece molecular cluster, C13H31NO5P overall in a non-equilibrium geometry. Source: the Open Molecules 2025 dataset; level of theory: the ωB97M-V functional and the def2-TZVPD basis.

Output
E_tot (Eh): -1286.0734
Energy above the lowest of the compared OMol25 structures with the same formula, charge and spin (kJ/mol): 0.0
Orbital gap (eV): 9.72
Strongest force on any atom (Eh/bohr): 0.05770

ORCA input file:
```
! wB97M-V def2-TZVPD RIJCOSX def2/J DEFGRID3
* xyz 1 1
C 0.855 2.103 -1.357
C 2.147 1.290 -1.255
C 2.894 1.400 0.091
N 2.593 2.658 0.859
C 1.497 2.422 1.881
C 2.020 2.372 3.310
O 2.733 3.528 3.707
C 3.421 4.125 2.630
C 3.839 3.096 1.601
H 0.401 1.931 -2.330
H 0.150 1.890 -0.555
H 1.073 3.178 -1.348
H 2.845 1.504 -2.062
H 1.878 0.238 -1.359
H 3.964 1.413 -0.118
H 2.718 0.529 0.718
H 2.363 3.427 0.233
H 0.728 3.191 1.798
H 1.000 1.475 1.678
H 1.171 2.268 3.985
H 2.650 1.486 3.463
H 4.250 4.734 2.980
H 2.725 4.817 2.126
H 4.360 2.229 1.996
H 4.482 3.590 0.871
O -2.249 -1.213 -1.768
P -2.153 -2.435 -0.964
O -0.690 -2.643 -0.341
C -0.089 -1.566 0.361
C -0.765 -1.259 1.686
O -2.194 -3.739 -1.868
C -2.314 -3.666 -3.295
C -0.955 -3.648 -3.962
O -3.118 -2.906 0.187
C -4.302 -2.162 0.571
C -5.217 -1.872 -0.599
H -0.077 -0.683 -0.290
H 0.948 -1.862 0.538
H -1.748 -0.810 1.532
H -0.168 -0.558 2.274
H -0.903 -2.172 2.264
H -2.907 -2.799 -3.584
H -2.870 -4.555 -3.593
H -0.316 -2.885 -3.517
H -1.056 -3.444 -5.028
H -0.454 -4.609 -3.839
H -4.001 -1.238 1.071
H -4.807 -2.781 1.309
H -4.749 -1.190 -1.309
H -6.139 -1.410 -0.247
H -5.462 -2.792 -1.130
*
```



No. 3
A 3-piece molecular cluster, C13H32BN2O8 overall in a non-equilibrium geometry. Source: the Open Molecules 2025 dataset; level of theory: the ωB97M-V functional and the def2-TZVPD basis.

Output
E_tot (Eh): -1250.6872
Orbital gap (eV): 7.40
Strongest force on any atom (Eh/bohr): 0.02219

ORCA input file:
```
! wB97M-V def2-TZVPD RIJCOSX def2/J DEFGRID3
* xyz -1 1
C -0.800 0.101 4.001
C -2.017 -0.710 3.567
C -2.855 0.003 2.495
N -2.800 -0.684 1.198
C -1.474 -0.700 0.626
O -1.384 -0.130 -0.651
B 0.073 -0.430 -0.981
O 0.423 -1.654 -0.139
C -0.831 -2.038 0.314
O -0.820 -2.974 1.388
N 0.033 -4.064 1.107
O -0.562 -4.963 0.660
H -0.059 0.120 3.215
H -0.330 -0.364 4.861
H -1.120 1.110 4.235
H -2.647 -0.911 4.429
H -1.659 -1.659 3.192
H -3.890 0.002 2.822
H -2.491 1.027 2.368
H -3.439 -0.265 0.535
H -0.792 -0.087 1.220
H 0.246 -0.776 -2.142
H 0.690 0.571 -0.603
H -1.327 -2.473 -0.562
C -3.652 -0.140 -6.795
O -3.350 -1.162 -5.869
C -2.003 -1.611 -5.951
C -1.128 -1.007 -4.873
O -0.983 0.393 -5.046
C -1.804 1.142 -4.163
H -4.611 0.291 -6.512
H -2.894 0.647 -6.787
H -3.737 -0.552 -7.809
H -1.589 -1.392 -6.941
H -2.018 -2.699 -5.825
H -0.130 -1.449 -4.944
H -1.520 -1.235 -3.879
H -1.400 1.105 -3.147
H -2.833 0.774 -4.157
H -1.805 2.177 -4.507
C 4.790 3.249 2.204
O 5.445 2.126 2.764
C 5.094 1.888 4.117
C 4.064 0.786 4.250
O 2.823 1.161 3.689
C 2.590 0.602 2.396
H 4.939 3.214 1.126
H 3.718 3.235 2.411
H 5.224 4.178 2.592
H 4.725 2.805 4.587
H 6.009 1.585 4.639
H 3.895 0.594 5.316
H 4.434 -0.138 3.795
H 2.343 -0.460 2.478
H 3.453 0.724 1.740
H 1.742 1.118 1.951
*
```



Question: Which of these has the lowest E_tot?
Answer: C13H31N2NaO11P